C5H8GdO3 | ωB97M-V/def2-TZVPD

Results
E_HOMO (alpha / beta) = -11.690 / -12.057 eV
Spin multiplicity = 8
F_max = 6.49 eV Å⁻¹
⟨S²⟩ = 15.8060
Charge = +1
ΔE to the lowest compared entry with this formula, charge and spin = 0.301 eV
Kohn-Sham gap (alpha / beta) = 0.280 / 0.208 hartree

```
17
Properties=species:S:1:pos:R:3:forces:R:3
O -2.67273 0.08667 0.13306 -0.818 0.592 0.064
C -3.86635 0.29888 0.01286 0.867 -1.139 -0.529
C -4.90335 -0.15761 0.98556 -0.493 0.483 0.213
H -4.26192 0.69823 -0.94751 0.164 0.219 0.249
H -5.81045 0.44981 0.84548 0.224 -0.209 0.194
H -5.18240 -1.19693 0.75095 0.214 0.249 0.068
H -4.55076 -0.08312 2.02053 -0.057 -0.161 -0.268
O 1.89320 -0.14619 0.05414 -5.173 0.850 -0.239
O 1.48735 1.99213 -0.41533 -5.000 -2.328 0.427
C 3.36599 0.05136 0.04337 0.902 0.557 0.015
C 3.95961 -1.05411 -0.81400 -0.199 -0.265 -0.223
C 0.99870 0.83683 -0.16932 6.465 -0.581 0.205
H 3.66192 -0.13269 1.09086 -0.310 0.037 -0.164
H 5.05827 -1.02796 -0.74079 -0.318 0.062 0.064
H 3.63253 -2.06100 -0.49413 0.122 0.428 -0.082
H 3.69862 -0.94757 -1.87784 0.067 -0.001 0.265
Gd 3.49177 2.39328 -0.47790 3.342 1.206 -0.260
```
Positions in Å, forces in eV/Å.

C19H13BrF4N2O2PPt | ωB97M-V/def2-TZVPD

Results
E_HOMO (alpha / beta) = -16.875 / -17.705 eV
Spin multiplicity = 5
F_max = 6.88 eV Å⁻¹
⟨S²⟩ = 6.0475
Charge = +3
ΔE to the lowest compared entry with this formula, charge and spin = 1.653 eV
Kohn-Sham gap (alpha / beta) = 0.246 / 0.152 hartree

```
43
Properties=species:S:1:pos:R:3:forces:R:3
Pt 12.06717 6.94557 8.82757 -0.033 0.726 -0.546
F 4.99448 5.81583 7.43972 1.590 2.440 -0.615
C 6.07505 6.68227 7.27236 -2.490 -3.807 0.086
C 6.09008 7.80745 6.51342 2.480 2.097 -0.161
F 5.15188 8.50084 5.87970 0.665 -1.333 0.941
C 7.44697 8.37412 6.49799 -2.766 -2.912 1.007
F 7.54423 9.47315 5.88037 0.542 2.801 -1.589
C 8.54028 7.83077 7.16740 1.661 6.088 -2.733
P 9.87914 9.13850 7.17717 0.766 -2.375 -1.254
C 9.99622 9.44631 8.87714 0.159 0.695 0.961
C 8.84593 9.30598 9.68726 -1.909 -2.664 -0.966
C 8.63900 9.73050 10.94394 1.159 0.371 1.452
C 9.77101 10.38011 11.49965 -1.488 2.022 0.998
C 10.83995 10.79056 10.65772 -0.319 0.344 -0.236
C 10.97694 10.29567 9.38712 1.460 1.649 0.317
C 12.36051 8.05833 6.11025 -1.401 -1.394 -1.737
C 12.66604 6.60797 5.57204 -0.954 2.763 2.301
C 13.80247 6.38235 4.91902 2.309 1.098 -0.983
C 14.59002 7.47192 4.42628 1.783 -1.703 -1.032
C 14.41789 8.83345 4.46149 -1.439 2.373 1.069
C 13.13230 9.54651 4.91615 2.450 -0.849 0.901
C 8.48427 6.71385 7.82712 -1.479 -6.190 2.499
Br 9.85726 5.72312 8.93097 -0.592 0.762 -0.804
C 7.24616 6.02899 7.74202 0.943 1.781 0.027
F 7.06838 4.80248 8.07985 0.417 -1.037 0.884
H 8.12975 8.57940 9.31109 -0.334 0.564 -0.064
H 7.71607 9.52411 11.51058 0.674 0.114 -0.345
H 9.67460 10.91078 12.48979 0.309 -1.087 -0.863
H 11.31873 11.72238 10.95164 0.668 -0.546 0.161
H 11.72621 10.79665 8.74890 -0.359 -0.616 0.179
H 11.97974 5.83342 5.71322 -1.113 -1.044 0.644
H 14.13501 5.35233 4.92303 0.286 0.010 -0.918
H 15.54800 7.29518 3.89388 -0.616 -0.708 0.531
H 15.31038 9.52105 4.41444 -0.892 -0.897 -0.282
H 13.06141 10.61562 4.67328 -0.341 -0.491 -0.110
N 13.96361 8.23490 8.60208 -0.649 -0.592 1.101
N 14.16226 9.22681 7.55706 -0.907 -2.300 1.009
C 13.36079 9.06777 6.45579 0.696 1.409 -1.009
O 11.98755 8.68990 4.87812 0.806 1.359 0.327
O 11.31271 8.08027 7.00318 -2.038 -0.424 1.253
H 13.92434 8.69218 9.52396 -0.051 0.329 -0.576
H 14.72555 7.55371 8.73299 0.162 0.489 -0.886
H 14.92875 9.82098 7.81395 0.190 0.687 -0.942
```
Positions in Å, forces in eV/Å.

C3H9N5 | ωB97M-V/def2-TZVPD

Results
E_HOMO = -8.509 eV
F_max = 3.13 eV Å⁻¹
Charge = 0
ΔE to the lowest compared entry with this formula, charge and spin = 1.753 eV
Kohn-Sham gap = 0.346 hartree
SMILES = [H]/N=C/N=C(/NC)NN

```
17
Properties=species:S:1:pos:R:3:forces:R:3
H -3.71735 -0.49986 -0.14281 0.704 0.474 -0.025
N -2.74428 -0.14749 -0.18281 -0.178 -1.604 0.637
C -1.95871 -1.15995 0.09339 -0.100 -0.239 -1.009
N -0.56222 -1.17975 0.08909 -0.831 -0.407 -0.380
C 0.12526 -0.07658 -0.14902 -1.422 -0.108 0.762
N 1.45257 -0.02227 -0.16597 -0.228 -0.189 -0.205
C 2.27946 -1.15941 -0.06383 2.235 -0.726 1.388
N -0.49907 1.11387 -0.29865 -0.749 0.143 -0.464
N 0.15807 2.23681 0.11583 0.942 1.885 2.311
H -2.44417 -2.18714 0.22030 0.993 1.255 0.175
H 1.80604 0.90500 -0.04663 0.343 0.338 -0.178
H 1.77408 -2.07960 -0.33066 -0.265 0.098 0.154
H 2.76014 -1.25079 0.96516 -0.920 -0.150 -0.891
H 3.16528 -1.06871 -0.69898 -0.245 0.129 -0.327
H -1.50129 1.06412 -0.16119 -0.410 -0.056 -0.068
H -0.02626 2.42107 1.15013 0.263 -0.219 -1.780
H -0.06755 3.09068 -0.39334 -0.132 -0.624 -0.100
```
Positions in Å, forces in eV/Å.

C8H17ClI2InN2OPS | ωB97M-V/def2-TZVPD

Results
E_HOMO = -14.175 eV
F_max = 3.93 eV Å⁻¹
Charge = +2
ΔE to the lowest compared entry with this formula, charge and spin = 0.186 eV
Kohn-Sham gap = 0.193 hartree

```
34
Properties=species:S:1:pos:R:3:forces:R:3
I -3.03765 -2.27466 -1.40573 -0.996 -1.724 0.647
I -3.15980 0.87551 -1.29467 -0.978 1.711 0.673
In 1.61074 -0.53371 -0.67814 -0.011 -0.750 0.283
P 0.50304 -0.79207 -3.08576 1.327 0.457 -2.430
C -0.96526 -0.77553 -4.19181 -1.080 -0.055 0.717
C 1.31717 0.73811 -3.69992 -0.103 0.205 0.508
H 2.43053 -2.20859 -3.62293 -0.104 -0.113 -0.237
H 1.53195 -1.68355 -5.09288 -0.057 -0.004 0.397
H 0.87046 -2.98659 -4.05416 0.308 0.188 -0.002
C 1.43930 -2.04535 -4.05904 0.121 -0.470 0.859
H 2.25395 0.91913 -3.15656 -0.051 0.101 -0.273
H 1.52830 0.65453 -4.77490 -0.113 0.031 0.341
H -0.60583 -0.73611 -5.23671 0.237 0.031 0.625
H -1.60634 0.08917 -3.99647 0.075 -0.195 -0.004
H 0.62830 1.57313 -3.51431 0.290 -0.022 -0.117
H -1.55613 -1.68875 -4.05611 0.118 0.255 -0.065
C -4.40028 -0.76842 -0.54358 -1.183 -0.221 0.980
O -5.39466 -0.82737 0.11287 3.257 0.209 -2.188
Cl 3.88291 -0.77817 -0.19755 -0.866 0.358 -0.481
S 0.32036 -1.25466 1.25922 -0.281 -0.118 0.053
C 0.33367 -0.14169 2.61810 -0.058 1.126 1.651
N -0.84628 0.06964 3.21289 0.464 -0.401 -1.060
C -1.10204 1.06232 4.27363 -0.078 -0.270 0.438
C 0.06559 2.01219 4.40224 0.068 0.476 -0.179
C 1.39073 1.27403 4.34526 -0.167 0.259 0.379
N 1.42489 0.42783 3.15338 -0.332 -1.041 -1.234
H -1.63489 -0.43271 2.81095 0.177 0.322 0.122
H -1.26231 0.53617 5.22534 -0.127 0.055 -0.329
H -2.00839 1.60933 3.99326 0.116 -0.220 0.157
H -0.01700 2.56258 5.34646 0.051 -0.158 -0.214
H 0.02861 2.75075 3.59998 0.014 0.030 -0.028
H 1.50017 0.67856 5.25896 0.224 -0.103 -0.268
H 2.21717 1.98193 4.26291 -0.041 -0.164 0.132
H 2.31903 0.11303 2.78579 -0.221 0.217 0.148
```
Positions in Å, forces in eV/Å.

C26H24N7ORhSSi | ωB97M-V/def2-TZVPD

Results
E_HOMO (alpha / beta) = -13.435 / -14.550 eV
Spin multiplicity = 5
F_max = 0.61 eV Å⁻¹
⟨S²⟩ = 6.0666
Charge = +2
Kohn-Sham gap (alpha / beta) = 0.266 / 0.206 hartree

```
61
Properties=species:S:1:pos:R:3:forces:R:3
Rh 0.29385 0.54639 -0.83705 -0.016 0.123 0.405
C 5.32717 -2.25631 -0.93691 -0.119 0.007 -0.002
C 5.69121 -0.91445 -1.13242 -0.046 -0.151 0.022
C 4.74065 0.06383 -1.15401 -0.350 -0.102 0.038
C 3.34155 -0.28329 -0.97745 0.278 -0.017 -0.065
C 2.99539 -1.66398 -0.77588 0.026 0.228 0.019
C 3.96785 -2.61118 -0.75674 0.277 -0.053 -0.031
N 2.37350 0.64464 -0.98827 0.278 0.009 -0.010
N 2.89847 1.94291 -1.09033 -0.233 -0.560 -0.002
C 1.97942 2.87914 -1.02264 -0.116 0.235 -0.028
C 2.38689 4.23601 -1.08006 0.079 -0.159 -0.017
C 1.44191 5.23166 -1.00993 -0.074 0.045 0.008
C 0.10380 4.87580 -0.89335 -0.095 -0.030 -0.004
C -0.24820 3.52535 -0.84643 -0.015 0.187 0.011
N 0.64217 2.54663 -0.90165 0.255 0.292 -0.095
H 6.08781 -3.02513 -0.92477 -0.007 0.001 0.004
H 6.73181 -0.65650 -1.27195 0.001 0.000 0.000
H 5.00484 1.09392 -1.31158 0.018 0.044 -0.008
H 1.96026 -1.92382 -0.63203 -0.071 0.047 -0.040
H 3.70604 -3.64961 -0.60275 0.024 0.005 0.005
H 3.44271 4.44226 -1.18190 -0.005 -0.009 0.017
H 1.73377 6.27224 -1.04663 0.002 -0.005 -0.011
H -0.67382 5.62430 -0.84352 -0.007 -0.019 0.006
H -1.28537 3.23440 -0.76585 -0.025 0.014 0.024
S -5.13597 0.53575 4.39338 -0.067 0.122 0.090
N -5.20699 0.67123 2.79273 0.078 -0.113 0.047
C -3.95490 0.65561 2.36098 -0.012 0.060 -0.234
C -3.54599 0.74742 0.96939 -0.138 0.030 0.163
C -4.44849 0.86554 -0.09033 -0.058 -0.008 -0.007
C -3.96955 0.94868 -1.37929 -0.055 0.041 0.015
C -2.59760 0.90967 -1.58640 0.104 -0.005 0.153
N -1.73111 0.80361 -0.57910 -0.182 -0.326 -0.061
C -2.18076 0.71690 0.69533 0.183 -0.032 -0.118
C -1.18652 0.59084 1.76851 -0.099 0.029 -0.183
N 0.11188 0.55605 1.41026 -0.244 0.030 -0.045
C 1.04266 0.45671 2.34376 0.114 -0.038 0.014
C 0.73225 0.38443 3.70206 0.047 -0.006 -0.051
C -0.58830 0.41045 4.08329 -0.046 0.000 0.055
C -1.57864 0.51631 3.10192 -0.135 -0.001 0.127
C -3.00179 0.54792 3.39564 0.206 0.028 0.017
N -3.54219 0.48378 4.60321 -0.040 -0.107 -0.082
H -5.51030 0.88556 0.12240 0.020 0.002 -0.012
H -4.63540 1.03588 -2.22636 0.006 -0.002 0.021
H -2.17796 0.96305 -2.58246 0.010 -0.029 -0.014
H 2.07051 0.42805 2.00177 -0.009 0.008 0.002
H 1.52588 0.30474 4.43137 -0.001 0.002 -0.018
H -0.88048 0.35159 5.12414 0.012 -0.001 -0.010
C -2.58674 -2.52990 -1.57242 -0.079 0.017 0.010
Si -0.81390 -2.80431 -1.10268 -0.168 0.128 -0.309
C -0.70512 -3.63620 0.54937 0.166 0.141 0.227
C 0.08001 -3.76452 -2.40987 0.022 -0.007 0.044
O -0.06297 -1.30021 -0.98038 0.399 0.046 0.025
H -3.03421 -3.51595 -1.72183 -0.120 0.051 -0.020
H -2.70409 -1.96798 -2.50173 0.017 -0.052 0.015
H -3.14489 -2.02526 -0.77935 -0.024 -0.020 -0.021
H -1.24629 -4.58587 0.52085 0.033 0.038 -0.028
H -1.14583 -3.02366 1.34126 0.012 -0.049 -0.021
H 0.33233 -3.85035 0.82019 -0.063 -0.023 0.036
H -0.47224 -4.68660 -2.60691 0.073 -0.032 -0.049
H 1.08394 -4.03957 -2.07920 0.004 -0.033 -0.058
H 0.16609 -3.21461 -3.34944 -0.027 -0.020 0.036
```
Positions in Å, forces in eV/Å.

C22H12ClCo2NO10S | ωB97M-V/def2-TZVPD

Results
E_HOMO = 0.680 eV
F_max = 2.92 eV Å⁻¹
Charge = -2
ΔE to the lowest compared entry with this formula, charge and spin = 2.710 eV
Kohn-Sham gap = 0.072 hartree

```
49
Properties=species:S:1:pos:R:3:forces:R:3
O -4.97300 -1.04858 1.43731 0.571 1.431 -0.343
N -4.45601 0.07313 1.20603 -1.337 -0.435 -0.260
O -5.14751 1.09168 0.98722 1.077 -1.066 0.198
C -3.01930 0.16163 1.23265 0.663 -0.076 0.323
C -2.36502 1.39811 1.11813 -0.408 -0.288 0.294
C -1.03210 1.51104 1.48990 -0.171 -0.232 -0.569
C -0.32032 0.36643 1.86016 0.784 -0.087 0.743
S 1.39576 0.65872 2.53358 -1.299 1.913 -0.351
C 3.11488 -0.05468 1.80380 0.278 -0.027 0.859
Cl 3.08332 -1.62151 2.78159 0.293 0.573 0.083
O 1.62430 2.07885 2.33366 -0.037 -0.025 -0.472
O 1.23682 0.29377 3.92958 0.409 -0.813 -0.233
C -0.96063 -0.87899 1.98482 -0.133 0.262 -0.595
C -2.29674 -0.98534 1.61004 0.067 0.154 0.412
H -2.94639 2.25544 0.81037 0.042 0.097 0.178
H -0.58601 2.49827 1.53654 0.273 -0.260 -0.208
H 3.69473 0.83014 2.18808 -1.237 -1.189 0.721
H -0.44756 -1.74672 2.40008 0.021 0.272 -0.252
H -2.83309 -1.92153 1.70331 0.101 0.109 0.072
O 6.58777 -2.01382 -3.48862 0.415 0.252 -0.147
C 6.49162 -0.89035 -3.23914 -1.263 -0.729 0.494
Co 6.27739 0.79303 -2.85891 1.222 -0.092 -0.277
C 7.69979 0.94215 -1.81402 0.959 0.047 1.255
O 8.65376 0.95618 -1.15993 -0.609 -0.033 -0.678
C 6.77837 1.27775 -4.45114 -0.707 1.286 -2.024
O 7.09483 1.55877 -5.54216 0.044 -0.516 1.364
C 4.45086 0.28475 -1.98250 -1.887 -1.635 0.151
C 4.36162 0.21303 -0.65511 -0.764 -0.241 0.879
C 3.99275 -0.47832 0.58547 -0.465 -2.280 -1.770
C 5.36394 -0.73525 1.30883 -1.526 0.310 -0.245
C 6.03949 -1.95167 1.31044 0.103 0.008 -0.119
C 7.28283 -2.03799 1.92031 0.185 -0.017 -0.073
C 7.85876 -0.93524 2.53466 0.075 0.772 -0.303
C 7.17131 0.27516 2.50175 -0.512 0.254 0.312
C 5.88065 0.35589 1.98766 0.421 0.249 0.375
Co 4.74853 1.95885 -1.14913 1.369 2.210 -0.113
C 5.49940 2.86917 -2.50370 -0.869 1.753 -0.685
O 5.67869 3.88782 -3.06721 0.338 -1.239 0.192
C 3.40245 3.07859 -0.72192 -0.359 0.110 -0.750
O 2.67870 3.97452 -0.60247 0.471 -0.485 0.199
C 6.06813 2.49910 -0.13849 0.353 0.514 1.010
O 6.92732 3.07035 0.37940 -0.030 -0.060 0.018
H 3.68663 -0.06409 -2.72271 0.907 -0.049 0.448
H 3.49894 -1.42467 0.25364 0.767 0.117 0.353
H 5.58285 -2.83318 0.86999 0.083 0.169 -0.150
H 7.87112 -2.93946 1.85003 -0.150 -0.363 0.138
H 8.84303 -0.95674 3.00196 -0.160 -0.207 -0.254
H 7.60650 1.19057 2.87462 0.157 -0.037 0.355
H 5.20774 1.22144 2.19164 1.475 -0.379 -0.556
```
Positions in Å, forces in eV/Å.

Please write out number 1 again, unchanged.
C5H8GdO3 | ωB97M-V/def2-TZVPD

Results
E_HOMO (alpha / beta) = -11.690 / -12.057 eV
Spin multiplicity = 8
F_max = 6.49 eV Å⁻¹
⟨S²⟩ = 15.8060
Charge = +1
ΔE to the lowest compared entry with this formula, charge and spin = 0.301 eV
Kohn-Sham gap (alpha / beta) = 0.280 / 0.208 hartree

```
17
Properties=species:S:1:pos:R:3:forces:R:3
O -2.67273 0.08667 0.13306 -0.818 0.592 0.064
C -3.86635 0.29888 0.01286 0.867 -1.139 -0.529
C -4.90335 -0.15761 0.98556 -0.493 0.483 0.213
H -4.26192 0.69823 -0.94751 0.164 0.219 0.249
H -5.81045 0.44981 0.84548 0.224 -0.209 0.194
H -5.18240 -1.19693 0.75095 0.214 0.249 0.068
H -4.55076 -0.08312 2.02053 -0.057 -0.161 -0.268
O 1.89320 -0.14619 0.05414 -5.173 0.850 -0.239
O 1.48735 1.99213 -0.41533 -5.000 -2.328 0.427
C 3.36599 0.05136 0.04337 0.902 0.557 0.015
C 3.95961 -1.05411 -0.81400 -0.199 -0.265 -0.223
C 0.99870 0.83683 -0.16932 6.465 -0.581 0.205
H 3.66192 -0.13269 1.09086 -0.310 0.037 -0.164
H 5.05827 -1.02796 -0.74079 -0.318 0.062 0.064
H 3.63253 -2.06100 -0.49413 0.122 0.428 -0.082
H 3.69862 -0.94757 -1.87784 0.067 -0.001 0.265
Gd 3.49177 2.39328 -0.47790 3.342 1.206 -0.260
```
Positions in Å, forces in eV/Å.

> What is the charge in the sixth record?

-2

> Among the records above, which one has the lowest F_max?

C26H24N7ORhSSi